1.
Formula: C3H9O2
Source: the OMol25 dataset
Level of theory: ωB97M-V/def2-TZVPD

```
14
C3H9O2, DFT ωB97M-V/def2-TZVPD
C -0.3698 0.4363 0.9986
O -1.5065 0.2888 1.6748
C -0.5601 0.4889 -0.5430
C -1.2748 -0.7488 -1.0609
H 0.4011 -0.3900 1.1652
H 0.2095 1.3769 1.2468
H 0.4420 0.4989 -1.0113
H -1.0261 1.4454 -0.8007
H -1.3519 -0.8010 -2.1502
H -2.2527 -0.8819 -0.6077
H -0.6652 -1.6000 -0.7317
H 2.2585 0.4602 0.1666
H 2.6493 -0.6269 1.1047
O 3.0467 0.0533 0.5487
```

Electronic energy, a.u.: -270.16429
Spin multiplicity: 1
Net charge: -1
Energy above the lowest of the compared OMol25 structures with the same formula, charge and spin, kcal/mol: 13.46
Lowest unoccupied orbital energy, eV: 4.354
Orbital gap, eV: 6.812

How positive or negative is each atom? The natural (NBO) charges in e answer that: 0.010, -0.936, -0.423, -0.613, 0.018, 0.058, 0.138, 0.177, 0.172, 0.222, 0.187, 0.481, 0.470, -0.961

=====

2.
Formula: C3H11NO3
Source: the OMol25 dataset
Level of theory: ωB97M-V/def2-TZVPD

```
18
C3H11NO3, DFT ωB97M-V/def2-TZVPD
C -2.3680 0.8011 0.7105
C -1.2251 -0.1749 0.9217
C -0.4503 -0.6198 -0.3401
N 0.6834 -1.2507 -0.1466
O -0.8276 -0.2264 -1.4529
H -3.3693 0.3747 0.7628
H -2.3525 1.5483 1.4894
H -2.2415 1.3299 -0.2332
H -1.3633 -1.0860 1.5041
H -0.4210 0.2974 1.5003
H 1.0256 -1.5187 0.7651
H 1.0338 -1.7879 -0.9358
H 0.8597 0.0072 -2.7170
H 2.3703 -0.1531 -2.4368
O 1.7363 0.1928 -3.0703
H 2.6124 1.1438 1.8482
H 2.1763 0.6652 0.4474
O 2.1208 0.4570 1.3834
```

Electronic energy, a.u.: -401.03619
Spin multiplicity: 2
Net charge: +1
Energy above the lowest of the compared OMol25 structures with the same formula, charge and spin, kcal/mol: 9.89
Lowest unoccupied orbital energy (alpha / beta), eV: -4.299 / -9.478
⟨S²⟩: 0.755
Orbital gap (alpha / beta), eV: 11.143 / 5.942

How positive or negative is each atom? The natural (NBO) charges in e answer that: -0.635, -0.440, 0.650, -0.720, -0.089, 0.251, 0.253, 0.234, 0.274, 0.296, 0.467, 0.437, 0.445, 0.462, -0.892, 0.503, 0.473, -0.970

=====

Ordered max |F| results: 0.6; 1.9; unit eV Å⁻¹.